1.
The following is a DFT calculation (the ωB97M-V functional and the def2-TZVPD basis) of a 2-piece molecular cluster, C5H13NO2 overall.

```
21
Properties=species:S:1:pos:R:3:forces:R:3
C -1.089915 1.590584 -2.341012 0.124 -0.206 -0.407
O -1.004495 1.696184 -0.926172 0.022 0.407 0.186
C -1.352185 0.626774 -0.198712 -0.140 -0.074 0.319
C -1.395215 0.976154 1.266758 -0.064 -0.233 -0.114
O -1.621045 -0.449096 -0.661762 -0.107 -0.031 -0.033
H -0.210775 2.084624 -2.761412 -0.171 -0.052 0.088
H -1.110085 0.539964 -2.630862 0.004 0.122 -0.071
H -1.999135 2.089704 -2.684392 0.098 -0.050 0.042
H -1.307805 0.069964 1.863818 -0.028 0.086 -0.068
H -2.357195 1.443944 1.480168 -0.004 0.005 -0.014
H -0.613495 1.682594 1.514958 0.132 0.103 0.064
C 1.175275 -1.992576 -0.219432 0.208 0.213 0.129
C 1.707655 -0.765366 0.505618 0.047 -0.021 -0.273
N 1.594485 -0.947556 1.943548 -0.083 0.010 0.230
H 1.330335 -1.891436 -1.290552 -0.054 -0.041 -0.129
H 0.109835 -2.108216 -0.037752 -0.099 -0.046 -0.029
H 1.693325 -2.881746 0.131148 0.056 -0.097 0.014
H 2.771745 -0.635526 0.282798 -0.106 0.053 -0.087
H 1.180335 0.132144 0.134698 0.160 -0.121 0.034
H 0.634235 -1.155766 2.191808 0.034 0.012 0.063
H 1.864115 -0.105356 2.436748 -0.028 -0.037 0.056
```
Forces are in eV/Å.

The spin multiplicity is 1. For the HOMO-LUMO gap, the calculation gives 10.063 eV. The SMILES is COC(C)=O.CCN. The relative energy (zero: lowest compared OMol25 entry of this formula, charge and spin) comes out at 91.0 kJ/mol. The molecular weight is 119.16 Da. The value obtained for the electronic energy is -403.54197 Eh. The maximum force comes out at 0.0092 Eh/bohr.



2.
The following is a DFT calculation (the ωB97M-V functional and the def2-TZVPD basis) of a 2-piece molecular cluster, C5H13NO2 overall in a non-equilibrium geometry.

```
21
Properties=species:S:1:pos:R:3:forces:R:3
C -1.735774 -0.131926 0.236108 0.587 0.845 -0.886
C -1.530010 -0.786183 -1.121071 0.577 -1.141 0.747
C -1.144902 -0.906976 1.395015 -0.599 0.673 1.912
N 0.349175 -0.801002 1.528090 2.357 1.898 -3.205
C 1.126318 0.368483 1.543731 -0.780 -2.806 1.159
C 1.881695 1.030399 0.458767 0.036 1.234 -1.767
O 1.079201 1.594651 -0.570083 -0.778 -0.415 1.583
H -2.798049 0.076213 0.398180 0.161 -0.116 0.341
H -1.195406 0.815733 0.189824 -0.278 0.287 0.152
H -2.149941 -1.696372 -1.152672 0.196 0.224 -0.368
H -0.469410 -1.078368 -1.191765 -0.292 -0.023 -0.334
H -1.694704 -0.146305 -1.973919 -0.230 0.219 -0.074
H -1.416812 -1.959819 1.340097 0.290 -0.044 0.266
H -1.474696 -0.455899 2.345261 -0.391 -0.483 -0.298
H 0.755485 -1.257857 0.699388 -0.721 -0.093 -0.354
H 2.320066 1.950175 0.874785 0.536 -0.737 0.522
H 1.407208 0.593732 2.565396 -0.766 1.260 0.245
H 2.638435 0.411038 -0.062752 0.064 -0.245 0.660
H 1.113132 1.052202 -1.429857 -0.164 -0.910 -1.503
H 1.809338 0.980393 -3.168058 -0.039 -0.164 -0.367
O 1.129652 0.347687 -2.904464 0.236 0.538 1.573
```
Forces are in eV/Å.

The spin multiplicity is 1. For the HOMO-LUMO gap, the calculation gives 4.225 eV. The relative energy (zero: lowest compared OMol25 entry of this formula, charge and spin) comes out at 629.5 kJ/mol. The molecular weight is 119.16 Da. The value obtained for the electronic energy is -403.33684 Eh. The maximum force comes out at 0.0857 Eh/bohr.



3.
The following is a DFT calculation (the ωB97M-V functional and the def2-TZVPD basis) of one molecule with the formula C5H13NO2S in a non-equilibrium geometry.

```
22
Properties=species:S:1:pos:R:3:forces:R:3
C 1.539262 0.003292 2.053890 -2.774 -2.271 1.216
C 0.605056 -0.696813 0.986588 -1.441 1.169 2.102
N -0.537485 0.164315 0.660098 -0.677 0.632 1.543
C -0.964075 0.591238 -0.687008 -1.006 1.158 1.469
C -1.241435 -0.600495 -1.595127 -1.971 0.059 1.031
C 0.209387 1.417073 -1.249184 -0.345 -1.509 -0.085
S -1.680831 -0.019944 1.797786 -2.685 1.025 -1.007
O -2.866151 0.766089 1.421228 1.787 -0.744 0.784
O -1.172448 0.026127 3.143476 -0.104 -0.244 -1.063
H 1.318422 -0.216715 3.164734 -0.301 0.579 -2.004
H 2.447073 -0.404318 1.926997 3.576 -1.797 -0.471
H 1.731022 1.010262 1.874496 -0.521 1.916 -0.321
H 1.001155 -0.984990 0.079029 1.825 0.011 -1.899
H 0.142793 -1.660477 1.260253 0.555 0.018 0.903
H -1.956688 1.281619 -0.433554 2.689 -1.811 -1.079
H -0.443605 -1.335427 -1.441938 0.236 0.345 -0.990
H -2.156283 -1.188134 -1.228849 0.875 1.073 -0.778
H -1.419218 -0.112472 -2.582017 0.343 -1.314 0.299
H 0.955523 0.627552 -1.745714 -1.158 2.274 1.171
H 0.551256 2.069662 -0.413687 0.408 -0.573 -0.950
H -0.313966 2.015449 -1.978339 0.677 0.428 -0.774
H -2.054341 -1.265443 1.419419 0.012 -0.426 0.904
```
Forces are in eV/Å.

The spin multiplicity is 1. For the HOMO-LUMO gap, the calculation gives 10.405 eV. The SMILES is CCN(C(C)C)[SH](=O)=O. The relative energy (zero: lowest compared OMol25 entry of this formula, charge and spin) comes out at 293.7 kJ/mol. The molecular weight is 151.23 Da. The value obtained for the electronic energy is -801.63041 Eh. The maximum force comes out at 0.0784 Eh/bohr.



4.
The following is a DFT calculation (the ωB97M-V functional and the def2-TZVPD basis) of a 2-piece molecular cluster, C5H13NO3 overall in a non-equilibrium geometry.

```
22
Properties=species:S:1:pos:R:3:forces:R:3
C -2.191494 0.835279 -1.412874 0.254 0.026 -0.583
N -1.484577 0.849986 -0.161008 0.401 -0.124 0.462
C -1.516895 2.077893 0.596814 0.220 0.082 0.068
C -0.916196 -0.287924 0.304394 -1.625 -0.829 0.468
O -0.871418 -1.335944 -0.317288 0.528 0.276 -0.025
O -0.678381 -0.252985 1.650526 0.166 0.235 -0.088
H -1.651581 1.460649 -2.142671 -0.301 -0.135 0.051
H -2.234675 -0.188061 -1.790357 0.003 0.202 0.073
H -3.212180 1.223695 -1.290892 0.222 -0.043 0.046
H -0.796383 2.018456 1.412467 -0.109 0.126 -0.164
H -1.258631 2.916104 -0.064796 -0.042 -0.133 0.200
H -2.511550 2.246094 1.017444 -0.031 0.088 0.003
H -0.314363 -1.114650 1.901509 -0.081 0.154 -0.317
C 2.248402 -2.060703 0.260818 -0.412 0.313 -0.046
C 2.185129 -0.742774 -0.495273 0.110 0.834 0.395
O 1.602527 0.364390 0.263510 0.523 -0.804 -0.352
H 2.817347 -2.784838 -0.320394 0.037 -0.061 0.019
H 2.735211 -1.926706 1.225830 0.154 -0.033 0.087
H 1.241885 -2.454923 0.423289 0.123 0.028 -0.044
H 3.192261 -0.425352 -0.793993 -0.092 -0.163 -0.101
H 1.561878 -0.834314 -1.384525 0.033 0.015 0.085
H 2.053684 0.416626 1.117470 -0.082 -0.054 -0.236
```
Forces are in eV/Å.

The spin multiplicity is 1. For the HOMO-LUMO gap, the calculation gives 9.910 eV. The SMILES is CN(C)C(=O)O.CCO. The relative energy (zero: lowest compared OMol25 entry of this formula, charge and spin) comes out at 59.2 kJ/mol. The molecular weight is 135.16 Da. The value obtained for the electronic energy is -478.79286 Eh. The maximum force comes out at 0.0366 Eh/bohr.